Record 1
Below is a structure of composition BrH8LiO4 at a distorted geometry, with properties calculated with the ωB97M-V functional and the def2-TZVPD basis.

The geometry in XYZ format:
```
14
Properties=species:S:1:pos:R:3
Li -0.52 0.13 -0.39
Br -1.99 -0.80 0.11
O -0.49 0.72 -1.55
H -0.80 0.11 -2.21
H 0.03 1.37 -2.04
O -0.10 0.93 0.72
H -0.77 1.42 1.19
H 0.70 1.44 0.82
O 0.58 -0.82 -0.54
H 0.43 -1.62 -1.04
H 1.49 -0.88 -0.25
O 0.49 -1.06 1.76
H 0.74 -0.53 1.00
H 0.19 -0.42 2.40
```

HOMO: -0.2823 Ha

---

Record 2
Below is a structure of composition BrHf at a distorted geometry, with properties calculated with the ωB97M-V functional and the def2-TZVPD basis.

The geometry in XYZ format:
```
2
Properties=species:S:1:pos:R:3
Hf 0.17 -0.23 1.36
Br -0.17 0.23 -1.36
```

net charge: +3
HOMO: -1.0106 Ha

---

Record 3
Below is a structure of composition BrIS at a distorted geometry, with properties calculated with the ωB97M-V functional and the def2-TZVPD basis.

The geometry in XYZ format:
```
3
Properties=species:S:1:pos:R:3
S 0.18 -1.82 -1.27
Br -0.92 -0.14 -0.28
I 0.75 1.96 1.55
```

HOMO (spin up / spin down): -0.3316 / -0.3317 Ha

---

Record 4
Below is a structure of composition BrMn, with properties calculated with the ωB97M-V functional and the def2-TZVPD basis.

The geometry in XYZ format:
```
2
Properties=species:S:1:pos:R:3
Mn 0.67 -1.04 -0.23
Br -0.67 1.04 0.23
```

multiplicity: 7
net charge: +2
HOMO (spin up / spin down): -0.8561 / -0.8419 Ha

---

Record 5
Below is an isolated molecule of BrNO2 at a distorted geometry, with properties calculated with the ωB97M-V functional and the def2-TZVPD basis.

The geometry in XYZ format:
```
4
Properties=species:S:1:pos:R:3
O -1.53 -0.36 -0.82
N -0.54 0.19 -0.50
O 0.25 -0.35 0.68
Br 1.82 0.52 0.63
```

HOMO: -0.3887 Ha

---

Record 6
Below is a structure of composition BrNi at a distorted geometry, with properties calculated with the ωB97M-V functional and the def2-TZVPD basis.

The geometry in XYZ format:
```
2
Properties=species:S:1:pos:R:3
Ni -1.21 -0.04 0.03
Br 1.21 0.04 -0.03
```

multiplicity: 3
net charge: +1
HOMO (spin up / spin down): -0.6107 / -0.5909 Ha

---

Looking at energy for the records above, in order, we have -78561.1981; -71302.7727; -88975.3967; -101338.7311; -75623.1260; -111074.9893 eV.